No. 1
ORCA calculation (ωB97M-V/def2-TZVPD) on the molecule BrH2NO2S.

The geometry in ORCA input format:
```
! wB97M-V def2-TZVPD RIJCOSX def2/J DEFGRID3
* xyz 0 1
Br -0.38449 0.46051 2.28494
S -0.61327 -0.15134 -0.12283
O -1.27827 1.06609 -0.50991
O -1.17817 -1.46402 -0.31248
N 0.91152 -0.03715 -0.58549
H 1.09923 0.94744 -0.39541
H 1.44344 -0.82154 -0.35881
*
```

Computed properties:
* total energy: -3178.6030 a.u.
* molecular weight: 159.99 Da
* ΔE to the lowest compared entry with this formula, charge and spin: 6.3 kcal per mole

Atomic partial charges in e from the natural (NBO) method, atoms 1 to 6: Br -0.33; S 2.21; O -0.87; O -0.84; N -1.03; H 0.44

No. 2
ORCA calculation (ωB97M-V/def2-TZVPD) on the molecule C4H5NO2S.

The geometry in ORCA input format:
```
! wB97M-V def2-TZVPD RIJCOSX def2/J DEFGRID3
* xyz 0 1
S 3.92910 -0.27422 -0.30689
O 4.95741 -0.46653 0.66296
O 1.65507 -1.25525 -0.46891
N 3.15062 0.99199 0.10682
C 1.96445 1.57610 -0.11740
C 0.64127 -0.54963 -0.34272
C 0.70220 0.90402 -0.16744
C -0.67441 -1.25798 0.03566
H -1.15006 -1.72072 -0.90730
H 1.94112 2.58869 0.15091
H -0.15479 1.51656 -0.10502
H -0.51346 -1.98652 0.82801
H -1.26877 -0.38885 0.40737
*
```

Computed properties:
* total energy: -758.7598 a.u.
* molecular weight: 131.16 Da
* ΔE to the lowest compared entry with this formula, charge and spin: 75.5 kcal per mole

Atomic partial charges in e from the natural (NBO) method, atoms 1 to 6: S 1.59; O -0.83; O -0.62; N -0.80; C 0.12; C 0.54

What did the second record say?
ORCA calculation (ωB97M-V/def2-TZVPD) on the molecule C4H5NO2S.

The geometry in ORCA input format:
```
! wB97M-V def2-TZVPD RIJCOSX def2/J DEFGRID3
* xyz 0 1
S 3.92910 -0.27422 -0.30689
O 4.95741 -0.46653 0.66296
O 1.65507 -1.25525 -0.46891
N 3.15062 0.99199 0.10682
C 1.96445 1.57610 -0.11740
C 0.64127 -0.54963 -0.34272
C 0.70220 0.90402 -0.16744
C -0.67441 -1.25798 0.03566
H -1.15006 -1.72072 -0.90730
H 1.94112 2.58869 0.15091
H -0.15479 1.51656 -0.10502
H -0.51346 -1.98652 0.82801
H -1.26877 -0.38885 0.40737
*
```

Computed properties:
* total energy: -758.7598 a.u.
* molecular weight: 131.16 Da
* ΔE to the lowest compared entry with this formula, charge and spin: 75.5 kcal per mole

Atomic partial charges in e from the natural (NBO) method, atoms 1 to 6: S 1.59; O -0.83; O -0.62; N -0.80; C 0.12; C 0.54

> Look up the total energy of the second one.

-758.7598 a.u.

> total energy of number 2 (C4H5NO2S)?

-758.7598 a.u.